[1]
Density functional theory data (ωB97M-V/def2-TZVPD) for a molecular structure, C13H27LiN3O2Si3.

Its net charge is -1. The LUMO energy is 2.61 eV.

Last column: Mulliken charge in e.
Atoms and positions in Å:
H 2.683 1.565 1.682  0.24
H 1.139 3.116 1.741  0.31
H 1.695 -2.500 0.907  0.27
N 2.056 -3.178 -5.598  -0.51
C -2.518 -0.763 -1.324  -1.05
H -0.553 3.511 1.458  0.30
H -1.753 -2.124 2.319  0.31
H 3.236 2.695 -1.713  0.28
C -1.134 2.494 -1.458  -1.23
Si -1.833 -0.466 0.412  -0.07
H 1.980 2.545 -2.954  0.27
H -0.674 -0.313 3.738  0.29
H 0.166 1.234 3.644  0.29
C 0.401 3.308 0.962  -1.16
Si 0.949 -0.298 1.829  -0.17
H 0.490 -2.769 2.158  0.34
H 2.140 -2.331 2.608  0.33
N -0.872 -5.104 -2.861  -0.53
H -1.856 -1.421 -1.894  0.20
H -2.808 0.772 2.344  0.29
H -2.129 2.627 -1.027  0.33
H 0.983 -0.176 4.340  0.36
C 1.342 -2.149 1.881  -0.98
H -3.146 1.646 0.851  0.27
C 2.158 2.696 -1.886  -0.97
H -4.103 0.221 1.269  0.34
C 2.680 0.475 1.711  -0.99
C -0.119 -4.255 -3.057  0.00
H -3.491 -1.257 -1.249  0.33
H 3.270 0.158 2.576  0.34
C 0.819 -3.219 -3.333  0.41
C -2.017 -2.146 1.260  -1.17
O 1.852 -1.376 -2.650  -0.80
C 0.298 0.153 3.552  -1.10
H -1.224 1.823 -2.314  0.31
H 1.770 3.681 -1.610  0.28
C -0.139 0.213 0.452  0.88
C 1.504 -3.196 -4.588  0.28
Si 0.129 1.851 -0.210  0.28
H 3.203 0.127 0.815  0.27
Li 1.199 -0.355 -1.203  1.15
H -3.066 -2.450 1.187  0.35
N 1.021 -2.309 -2.402  0.08
H 0.691 4.220 0.432  0.36
O 1.557 1.666 -1.136  -0.53
H -1.415 -2.916 0.773  0.30
C -3.095 0.648 1.296  -1.06
H -0.808 3.469 -1.834  0.34
H -2.658 0.157 -1.895  0.34

=====

[2]
Density functional theory data (ωB97M-V/def2-TZVPD) for a molecular structure, C13H27N5O4RuTe.

Its net charge is +1. The expectation value of S² is 8.770. The multiplicity is 6. The relative energy (zero: lowest compared OMol25 entry of this formula, charge and spin) is 157.1 kJ/mol. The LUMO energy (alpha / beta) is -2.15 / -4.17 eV.

Last column: Mulliken charge in e.
Atoms and positions in Å:
H -1.008 4.454 -0.535  0.28
H -5.220 -2.065 -1.891  0.37
H 0.257 4.393 -1.764  0.43
C 0.605 -1.356 1.906  -0.54
C -3.072 2.141 -1.253  -1.48
H 2.173 1.903 3.323  0.42
H -5.455 -3.091 -0.456  0.37
H 1.850 -2.294 3.397  0.40
N 0.636 1.851 -1.176  0.35
Te -2.806 -3.062 -1.034  0.74
C -0.700 3.974 -1.468  -1.48
H 5.382 -1.072 0.478  0.37
C -2.367 -2.817 -3.084  -0.89
H 2.434 1.956 -1.573  0.43
O 3.024 -0.313 1.154  -0.26
H 1.546 1.238 1.121  0.04
O 1.714 2.611 -1.512  -0.49
C 0.773 1.122 1.880  -0.40
C 1.303 -1.362 3.258  -0.88
H -3.296 -2.682 -3.631  0.40
H 1.363 -1.586 1.160  0.05
H -3.326 2.519 -2.246  0.35
H 5.412 0.573 -0.160  0.30
H 5.136 -0.776 -1.269  0.36
H -1.829 -3.698 -3.425  0.38
Ru 0.598 -0.121 -1.013  0.61
H -1.441 4.220 -2.227  0.36
C -0.589 2.490 -1.293  0.33
C -1.662 1.652 -1.219  0.33
C -4.929 -2.993 -1.403  -1.18
O 2.726 -0.076 -1.041  -0.72
C 1.489 1.062 3.224  -1.00
O -2.371 -0.515 -0.853  -0.50
H -3.220 2.958 -0.546  0.38
H 2.924 -0.256 4.007  0.34
C 0.303 -2.095 -1.050  0.24
H -0.948 -0.011 1.959  0.35
C 4.947 -0.408 -0.264  -1.30
H 0.126 1.996 1.833  0.72
C 3.466 -0.271 -0.018  0.51
H 0.800 1.058 4.068  0.40
N -0.020 -0.072 1.558  -0.07
N -0.216 -3.134 -1.066  -0.79
N -1.378 0.264 -1.135  0.33
H -3.747 1.326 -1.013  0.35
H -0.150 -2.137 1.856  0.59
N 2.263 -0.217 3.234  -0.15
H -5.178 -3.837 -2.046  0.37
H -1.729 -1.942 -3.169  0.18
H 2.793 -0.274 2.326  0.27
H 0.614 -1.222 4.090  0.40

=====

[3]
Density functional theory data (ωB97M-V/def2-TZVPD) for a molecular structure, C13H28Br3N3O6V.

Its net charge is 0. The expectation value of S² is 0.778. The multiplicity is 2. The relative energy (zero: lowest compared OMol25 entry of this formula, charge and spin) is 27.0 kJ/mol. The LUMO energy (alpha / beta) is 0.04 / 0.04 eV.

Last column: Mulliken charge in e.
Atoms and positions in Å:
H 2.863 4.676 0.709  0.32
O -1.802 -1.149 -1.365  -0.68
O 0.889 -1.413 -0.509  -0.53
H -2.929 -3.869 2.006  0.17
Br -1.811 -4.256 4.219  -0.19
C -0.504 1.950 -2.037  0.13
H 4.090 3.673 1.509  0.31
H 2.360 -1.215 -1.895  0.43
C 1.996 -1.652 -0.954  0.12
H 3.283 -3.013 1.613  0.36
H 1.577 -2.789 1.252  0.22
C 2.782 2.232 -0.484  -0.69
H 2.621 3.063 -1.184  0.31
H -1.724 4.005 -3.977  0.33
H -2.948 -1.583 3.164  0.17
C 2.514 -3.166 0.850  -0.92
C -2.539 -2.049 -0.831  0.99
C 4.173 -2.708 -0.960  -1.02
C -3.497 -2.833 -1.665  -1.32
H -1.112 4.699 -0.761  0.29
H 4.100 -2.877 -2.035  0.38
O 0.931 0.957 1.153  -0.53
H -3.146 -2.899 -2.693  0.33
C -3.718 -2.340 3.254  -0.41
H 2.534 4.088 2.323  0.28
N 2.867 -2.473 -0.370  0.20
C 3.018 3.828 1.386  -0.89
N 2.402 2.649 0.848  0.23
H -3.585 -3.843 -1.264  0.34
H -1.879 3.140 -0.339  0.03
H -4.063 -4.448 3.219  0.45
H 4.866 -1.881 -0.779  0.32
H -0.408 4.920 -3.227  0.31
N -0.948 3.194 -2.200  0.24
H 1.173 2.452 2.479  0.36
H 3.859 2.033 -0.526  0.36
C -3.250 -3.748 3.038  -0.38
C -1.687 3.848 -1.142  -0.75
H 4.620 -3.597 -0.521  0.36
C -0.777 3.914 -3.436  -0.88
Br -2.488 1.237 1.731  -0.64
H -4.480 -2.047 2.536  0.32
V -0.832 -0.407 0.469  0.86
H 0.004 1.542 -2.925  0.34
H 2.420 -4.240 0.674  0.35
C 1.455 1.982 1.527  0.06
H -2.625 4.236 -1.542  0.35
H 2.183 1.374 -0.762  -0.10
O -0.466 -1.235 1.757  -0.26
H -4.480 -2.370 -1.626  0.31
H -0.071 3.404 -4.088  0.28
O -2.504 -2.187 0.418  -0.56
O -0.656 1.322 -1.002  -0.29
Br -4.650 -2.130 4.965  -0.19

=====

[4]
Density functional theory data (ωB97M-V/def2-TZVPD) for 3 unconnected molecules or ions with the total composition C13H28Cl2NO6.

Its net charge is -1. The LUMO energy is 2.52 eV.

Last column: Mulliken charge in e.
Atoms and positions in Å:
H 3.073 4.819 -0.522  0.21
O -5.997 -1.087 -0.060  -0.37
H 1.635 -2.901 -0.502  0.38
Cl 0.187 5.112 0.006  -0.19
H -4.267 -2.226 0.039  0.35
C 1.177 1.925 -1.089  -1.29
O 2.788 4.409 3.202  -0.72
Cl -1.394 2.377 -0.346  -0.21
H -4.121 0.789 -0.428  0.32
H 0.397 3.659 1.800  0.48
C 0.369 2.338 0.134  0.20
O -3.824 -0.556 -1.980  -0.37
H 3.973 4.844 0.836  0.28
C 3.969 -4.515 0.219  -0.68
H 0.557 1.366 -1.780  0.49
C 1.878 -1.860 -0.734  -0.66
C -6.482 -2.103 -0.911  -0.70
C -3.781 -0.235 -0.595  -0.18
H -2.739 -0.295 -0.274  0.23
H 0.377 1.585 0.912  0.24
H 1.022 -1.224 -0.485  0.17
H -5.672 0.350 -2.289  0.32
H 2.780 2.750 0.505  0.13
C 3.817 -2.755 1.797  -0.64
N 3.022 4.856 0.491  -0.73
O 2.629 2.177 2.819  -0.69
C -4.606 -1.202 0.220  -0.63
O 3.035 -1.410 -0.060  -0.39
C -4.670 0.296 -2.724  -0.68
H -4.466 -0.980 1.282  0.35
H -4.249 1.305 -2.785  0.27
H -4.743 -0.115 -3.731  0.24
H 1.619 2.788 -1.576  0.23
H 1.948 -1.706 1.682  0.33
C 0.825 3.644 0.804  -0.25
C 2.642 3.403 2.499  0.07
C 2.983 -1.579 1.350  -0.28
H -7.507 -1.847 -1.174  0.24
O 3.286 -3.994 1.339  -0.36
H -5.888 -2.180 -1.826  0.30
H 2.072 -1.776 -1.803  0.27
H 3.830 -2.787 2.890  0.37
H 1.987 1.278 -0.756  0.21
C 2.366 3.634 0.977  0.55
H -6.483 -3.074 -0.401  0.32
H 4.041 -3.780 -0.587  0.29
H 4.847 -2.632 1.449  0.33
H 3.374 -0.666 1.807  0.32
H 4.978 -4.845 0.495  0.32
H 3.406 -5.376 -0.137  0.23